No. 1
Formula: C3H7N2O2
Source: the OMol25 dataset
Level of theory: ωB97M-V/def2-TZVPD

Its net charge is +1. The HOMO energy comes out at -14.332 eV. Its orbital gap is 9.14 eV.

The geometry in XYZ format:
```
14
C3H7N2O2, DFT ωB97M-V/def2-TZVPD
C 1.772 -0.039 0.210
C -2.361 -0.546 -0.516
C -1.629 0.597 -0.141
N 2.646 -0.195 -0.782
N -2.270 0.106 0.850
O 2.314 0.822 1.076
O 0.594 -0.296 0.151
H -3.213 -0.347 -1.166
H -2.108 -1.628 -0.702
H -1.032 1.360 -0.395
H 3.507 0.248 -0.517
H 2.267 -0.562 -1.719
H -2.248 -0.311 1.793
H 1.761 0.791 1.857
```

***

No. 2
Formula: C4H11N2O
Source: the OMol25 dataset
Level of theory: ωB97M-V/def2-TZVPD

Its net charge is +1. The HOMO energy comes out at -12.188 eV. Its orbital gap is 9.13 eV.

The geometry in XYZ format:
```
18
C4H11N2O, DFT ωB97M-V/def2-TZVPD
C 1.255 -1.082 -0.583
C 1.748 -0.328 0.585
C -0.029 -0.350 -0.201
C -1.322 -0.650 0.362
N -0.119 0.797 -1.054
N -2.134 0.637 0.458
O 2.289 0.884 0.520
H 1.605 -0.713 -1.601
H 1.397 -2.213 -0.343
H 1.544 -0.805 1.453
H -1.274 -1.098 1.364
H -1.842 -1.219 -0.389
H 0.043 0.628 -2.003
H 0.799 1.401 -0.920
H -2.002 1.062 1.346
H -3.124 0.532 0.146
H -1.097 1.247 -0.613
H 2.263 1.270 1.472
```

***

No. 3
Formula: C4H5NO3
Source: the OMol25 dataset
Level of theory: ωB97M-V/def2-TZVPD

Its net charge is 0. The HOMO energy (spin up / spin down) comes out at -8.405 / -10.238 eV. Its orbital gap (spin up / spin down) is 8.56 / 8.94 eV. The expectation value of S² is 2.025. As for the multiplicity: 3.

The geometry in XYZ format:
```
13
C4H5NO3, DFT ωB97M-V/def2-TZVPD
C -1.248 0.707 -0.852
C 2.826 0.012 -0.241
C -1.741 0.105 1.362
C -1.326 -0.401 0.210
N -0.892 -1.733 -0.018
O -0.154 -1.969 -0.953
O -1.770 1.786 -0.817
O 1.744 0.466 0.040
H -0.497 0.327 -1.738
H 3.311 0.617 -0.990
H 3.508 -0.661 0.352
H -1.860 -0.522 2.225
H -1.901 1.267 1.421
```

***

No. 4
Formula: C3H7NO
Source: the OMol25 dataset
Level of theory: ωB97M-V/def2-TZVPD

Its net charge is 0. The HOMO energy comes out at -9.455 eV. Its orbital gap is 10.52 eV. Its SMILES is CC(C)=NO.

The geometry in XYZ format:
```
12
C3H7NO, DFT ωB97M-V/def2-TZVPD
C -1.246 -0.331 -0.087
C 0.204 0.062 -0.056
C 1.243 -1.005 0.119
N 0.638 1.260 -0.126
O -0.412 2.167 -0.286
H -1.359 -1.414 -0.197
H -1.773 0.178 -0.897
H -1.734 -0.033 0.847
H 1.217 -1.737 -0.697
H 1.068 -1.553 1.053
H 2.234 -0.551 0.162
H -0.080 2.957 0.164
```

***

No. 5
Formula: C9H14NOS
Source: the OMol25 dataset
Level of theory: ωB97M-V/def2-TZVPD

Its net charge is +1. The HOMO energy (spin up / spin down) comes out at -12.926 / -12.925 eV. Its orbital gap (spin up / spin down) is 7.34 / 7.34 eV.

The geometry in XYZ format:
```
26
C9H14NOS, DFT ωB97M-V/def2-TZVPD
C -1.988 0.830 -1.076
C -3.298 0.505 -1.379
C -2.592 -0.409 0.740
C -1.555 0.352 0.209
C 0.676 1.713 0.418
C 1.621 2.235 1.420
C 2.326 -0.906 0.338
C 0.270 -2.149 -0.454
C -0.280 0.535 0.845
N 1.001 -0.984 -0.337
O 0.773 2.059 -0.751
S -3.966 -0.489 -0.139
H -1.336 1.420 -1.796
H -3.939 0.987 -2.057
H -2.614 -0.781 1.759
H 1.474 3.333 1.661
H 1.576 1.567 2.338
H 2.616 2.255 1.055
H 2.561 0.068 0.329
H 2.291 -1.410 1.311
H 3.102 -1.290 -0.372
H 0.018 -2.472 0.624
H -0.414 -1.922 -1.202
H 0.772 -3.055 -0.779
H -0.147 0.102 1.864
H 1.098 -0.551 -1.280
```

***

No. 6
Formula: C20H59AsF6O9
Source: the OMol25 dataset
Level of theory: ωB97M-V/def2-TZVPD

Its net charge is 0. The HOMO energy comes out at -9.485 eV. Its orbital gap is 5.93 eV.

The geometry in XYZ format:
```
95
C20H59AsF6O9, DFT ωB97M-V/def2-TZVPD
O -1.934 10.587 -20.532
H -2.273 10.027 -21.234
H -1.980 11.520 -20.756
H -2.418 10.447 -19.715
As 1.150 16.245 -15.949
F 1.912 15.000 -14.914
F 0.845 15.080 -17.256
F 0.463 17.588 -16.945
F 1.431 17.373 -14.619
F 2.767 16.589 -16.763
F -0.443 15.826 -15.134
C 6.918 23.303 -14.017
C 6.079 22.056 -14.105
O 4.988 22.188 -13.154
H 6.360 24.239 -14.043
H 7.652 23.347 -14.822
H 7.515 23.226 -13.108
H 6.616 21.132 -13.894
H 5.626 21.785 -15.059
H 4.392 21.450 -13.298
C 8.071 14.401 -11.247
C 7.924 13.228 -12.193
O 9.200 12.568 -12.241
H 8.458 14.105 -10.272
H 7.139 14.923 -11.030
H 8.743 15.177 -11.616
H 7.522 13.597 -13.136
H 7.149 12.556 -11.822
H 9.743 13.053 -12.867
C 3.452 8.818 -17.356
C 3.626 8.936 -18.897
O 2.883 7.913 -19.449
H 4.020 9.645 -16.928
H 3.827 7.866 -16.982
H 2.405 8.918 -17.071
H 4.668 8.862 -19.207
H 3.267 9.905 -19.244
H 3.095 7.836 -20.382
C -3.472 14.683 -8.643
C -2.706 13.443 -9.162
O -2.856 12.301 -8.289
H -3.212 14.888 -7.604
H -4.545 14.524 -8.752
H -3.179 15.576 -9.194
H -1.633 13.627 -9.116
H -2.982 13.267 -10.202
H -2.356 11.578 -8.675
C -6.243 14.352 -19.193
C -5.504 14.818 -17.974
C -6.390 15.520 -16.963
O -4.968 13.685 -17.348
H -5.634 13.705 -19.826
H -6.664 15.159 -19.793
H -7.108 13.714 -19.015
H -4.664 15.473 -18.207
H -6.903 16.306 -17.518
H -5.783 15.912 -16.147
H -7.082 14.769 -16.581
H -4.337 14.034 -16.714
C -1.374 17.505 -24.315
C -2.201 16.239 -24.593
C -2.449 16.123 -26.082
O -1.588 15.076 -24.069
H -1.368 17.637 -23.233
H -1.825 18.298 -24.911
H -0.346 17.286 -24.604
H -3.214 16.335 -24.201
H -1.535 16.113 -26.677
H -3.073 16.949 -26.423
H -3.008 15.234 -26.374
H -0.800 14.906 -24.590
C 6.070 20.528 -21.925
C 7.095 21.175 -21.010
C 7.935 20.094 -20.328
O 7.932 21.935 -21.895
H 5.447 19.786 -21.425
H 6.529 20.068 -22.799
H 5.360 21.294 -22.240
H 6.525 21.757 -20.286
H 7.282 19.528 -19.663
H 8.665 20.587 -19.687
H 8.429 19.419 -21.026
H 8.771 22.100 -21.459
C -2.990 22.583 -15.821
C -2.521 23.304 -17.076
C -1.098 23.889 -17.012
O -2.513 22.404 -18.131
H -4.066 22.474 -15.953
H -2.877 23.220 -14.943
H -2.534 21.626 -15.564
H -3.321 24.030 -17.220
H -0.432 23.049 -16.817
H -0.906 24.683 -16.290
H -0.788 24.256 -17.991
H -1.807 21.794 -17.906
```

***

Relative energy (zero: lowest compared OMol25 entry of this formula, charge and spin) for every record listed, in sequence, given in kJ/mol: 267.2, 430.4, 259.2, 208.2, 251.8, 495.1.
F_max for every record listed, in sequence, given in eV Å⁻¹: 3.8, 5.1, 3.8, 0.7, 4.2, 2.3.